(1)
Computed, not measured: a 2-piece molecular cluster, C2H4OS3 overall at a distorted geometry, with ωB97M-V/def2-TZVPD.

```
10
Properties=species:S:1:pos:R:3:forces:R:3:lowdin_charge:R:1
C 0.476899 -0.870702 2.695976 -0.56 -0.27 0.83 -0.027
C -0.237008 -0.105389 -0.506060 0.13 -1.96 0.85 -1.393
O -0.284263 -0.705540 3.516487 0.48 0.01 -0.52 0.053
S 0.231129 -1.450350 -1.763769 0.15 0.39 0.58 0.585
S -1.570979 0.992230 -1.099891 0.44 -0.66 0.60 0.624
S 1.194353 0.809193 0.196213 -0.06 -0.10 -0.79 0.589
H -0.534873 -0.814915 0.368774 -0.08 1.27 -1.72 0.002
H 0.828730 -0.872101 -2.852652 -0.39 0.41 0.84 -0.140
H -0.580317 1.610718 -1.712354 -0.06 0.83 -0.58 -0.156
H 0.476329 1.406856 1.157275 -0.04 0.09 -0.08 -0.136
```
Forces are in eV/Å.

Values from the calculation:
* M: 140.25 g mol⁻¹
* multiplicity: 1
* strongest force on any atom: 0.042 hartree/bohr
* energy: -1348.356395 Ha
* highest occupied orbital energy: -8.9886 eV
* energy relative to the best compared isomer or geometry (same formula, charge and spin): 136.5 kJ/mol

(2)
Computed, not measured: one molecule with the formula C2H4OS3 at a distorted geometry, with ωB97M-V/def2-TZVPD.

```
10
Properties=species:S:1:pos:R:3:forces:R:3:lowdin_charge:R:1
C 0.670094 0.808793 0.140538 0.18 -2.19 0.40 -1.011
C 1.635882 -0.395204 0.013746 -1.03 0.00 -1.30 -0.174
O -0.843873 -1.308671 -0.647018 0.32 -1.13 -0.35 -0.606
S -2.974765 0.249211 0.849965 1.16 0.34 -0.52 0.317
S 0.904083 2.271624 0.680777 -0.19 0.43 -0.07 0.743
S -1.003765 0.128850 -0.628498 -1.54 1.28 0.54 0.682
H 2.622799 -0.273712 0.464781 -0.58 0.13 0.85 0.070
H 1.975121 -0.392517 -1.079146 -1.01 -0.51 1.03 0.105
H 0.996679 -1.338140 0.282884 1.80 1.56 -0.60 0.098
H -3.982257 0.249768 -0.078033 0.88 0.08 0.04 -0.224
```
Forces are in eV/Å.

Values from the calculation:
* M: 140.25 g mol⁻¹
* multiplicity: 1
* strongest force on any atom: 0.048 hartree/bohr
* energy: -1348.297051 Ha
* highest occupied orbital energy (alpha / beta): -8.9310 / -8.9324 eV
* energy relative to the best compared isomer or geometry (same formula, charge and spin): 292.3 kJ/mol

(3)
Computed, not measured: one molecule with the formula C2H4OSi at a distorted geometry, with ωB97M-V/def2-TZVPD.

```
8
Properties=species:S:1:pos:R:3:forces:R:3:lowdin_charge:R:1
C -0.190409 -0.003352 -0.836212 0.35 0.60 2.34 -0.446
C 0.764319 0.586944 -1.780301 0.70 0.01 -0.17 0.001
O 0.997311 -0.631263 -1.421090 0.49 0.04 -0.72 -0.084
Si -0.066000 0.027396 1.121560 -1.90 1.82 -2.80 0.734
H -1.067383 -0.345452 -1.286211 -1.47 -0.56 -0.64 0.049
H 1.220172 -0.472093 1.113089 1.86 -1.10 1.01 -0.076
H -1.342513 -0.514364 1.426357 -0.61 -1.42 0.76 -0.089
H -0.315498 1.352184 1.662808 0.59 0.60 0.23 -0.090
```
Forces are in eV/Å.

Values from the calculation:
* M: 72.14 g mol⁻¹
* multiplicity: 1
* strongest force on any atom: 0.075 hartree/bohr
* energy: -443.159944 Ha
* highest occupied orbital energy: -9.6000 eV
* energy relative to the best compared isomer or geometry (same formula, charge and spin): 295.2 kJ/mol

(4)
Computed, not measured: C2H4OSm as an isolated structure at a distorted geometry, with ωB97M-V/def2-TZVPD.

```
8
Properties=species:S:1:pos:R:3:forces:R:3:lowdin_charge:R:1
O -2.973247 -0.840685 -2.172808 3.68 0.50 1.35 -0.999
Sm -1.019593 -0.618526 -1.517518 -3.63 -0.53 -1.42 1.194
C 0.532938 0.885891 0.463878 -0.17 0.23 -0.20 -0.195
C 0.773823 -0.407393 0.740044 -0.03 -0.34 -0.01 -0.213
H 1.180187 1.448891 -0.213680 -0.17 -0.08 0.32 0.050
H -0.290802 1.423013 0.941855 0.31 -0.08 -0.13 0.057
H 1.633884 -0.924552 0.303372 -0.26 0.13 0.23 0.051
H 0.162811 -0.966639 1.454857 0.27 0.19 -0.14 0.055
```
Forces are in eV/Å.

Values from the calculation:
* M: 194.41 g mol⁻¹
* multiplicity: 7
* strongest force on any atom: 0.077 hartree/bohr
* energy: -811.647536 Ha
* highest occupied orbital energy (alpha / beta): -6.2236 / -7.2031 eV
* <S²>: 12.032
* energy relative to the best compared isomer or geometry (same formula, charge and spin): 0.0 kJ/mol

(5)
Computed, not measured: C2H4OTm as an isolated structure at a distorted geometry, with ωB97M-V/def2-TZVPD.

```
8
Properties=species:S:1:pos:R:3:forces:R:3:lowdin_charge:R:1
H 1.013151 3.125868 1.021501 -0.18 0.40 0.13 -0.011
C -0.644790 -1.686964 0.031672 -0.03 -0.22 0.27 -0.127
C -0.569710 -0.364465 -0.243572 2.02 -0.20 -2.43 -0.336
O 1.387335 2.747132 0.227815 0.48 -3.19 -0.87 -0.474
Tm 1.592792 0.739190 -0.350200 -1.86 2.01 0.66 1.797
H -1.460593 -2.129345 0.621460 -0.37 0.01 -1.06 0.070
H 0.059174 -2.411148 -0.396752 0.69 0.11 1.38 0.051
H -1.377361 -0.020265 -0.911925 -0.75 1.08 1.93 0.030
```
Forces are in eV/Å.

Values from the calculation:
* M: 212.99 g mol⁻¹
* multiplicity: 3
* strongest force on any atom: 0.065 hartree/bohr
* energy: -1238.636460 Ha
* highest occupied orbital energy (alpha / beta): -12.0571 / -11.9682 eV
* <S²>: 2.003
* net charge: +1

(6)
Computed, not measured: a 2-piece molecular cluster, C2H4S overall at a distorted geometry, with ωB97M-V/def2-TZVPD.

```
7
Properties=species:S:1:pos:R:3:forces:R:3:lowdin_charge:R:1
C 2.371076 -0.131630 0.341539 -1.25 0.38 -0.79 0.007
C 1.330843 -0.175547 -0.276682 2.28 -0.32 1.14 -0.023
S -2.194415 -0.251408 -0.166511 -0.62 -0.42 0.36 0.468
H 3.291930 0.033784 0.845955 -0.01 -0.07 0.12 0.012
H 0.529284 -0.459202 -0.876003 -0.92 0.00 -0.49 -0.039
H -3.365427 -0.052755 0.504275 0.58 0.03 -0.37 -0.200
H -1.963290 1.036755 -0.372576 -0.06 0.40 0.03 -0.225
```
Forces are in eV/Å.

Values from the calculation:
* M: 60.12 g mol⁻¹
* multiplicity: 1
* strongest force on any atom: 0.050 hartree/bohr
* energy: -476.694505 Ha
* highest occupied orbital energy: -9.8669 eV
* energy relative to the best compared isomer or geometry (same formula, charge and spin): 174.9 kJ/mol

(7)
Computed, not measured: a 2-piece molecular cluster, C2H4S2 overall at a distorted geometry, with ωB97M-V/def2-TZVPD.

```
8
Properties=species:S:1:pos:R:3:forces:R:3:lowdin_charge:R:1
C 1.579397 1.012768 0.117195 -0.55 -1.33 0.00 -0.756
C 0.499603 1.380209 -0.502385 2.47 1.99 -1.27 -0.090
S 2.629851 0.122225 0.828754 0.56 0.39 0.14 0.748
S -1.120642 -1.721116 0.658701 0.46 -0.27 0.38 0.498
H 0.384332 2.184743 -1.194391 0.89 0.41 -0.78 0.059
H -2.056749 -1.238560 -0.126295 -0.50 0.34 -0.43 -0.238
H -0.423108 1.232208 -0.154829 -3.37 -1.44 1.91 -0.002
H -1.492682 -2.972474 0.373252 0.04 -0.10 0.05 -0.221
```
Forces are in eV/Å.

Values from the calculation:
* M: 92.19 g mol⁻¹
* multiplicity: 1
* strongest force on any atom: 0.080 hartree/bohr
* energy: -874.895701 Ha
* highest occupied orbital energy: -8.6076 eV
* energy relative to the best compared isomer or geometry (same formula, charge and spin): 169.2 kJ/mol

(8)
Computed, not measured: a 2-piece molecular cluster, C2H4S3 overall at a distorted geometry, with ωB97M-V/def2-TZVPD.

```
9
Properties=species:S:1:pos:R:3:forces:R:3:lowdin_charge:R:1
C 1.772607 -0.323508 0.146199 -2.20 -2.91 3.47 -0.426
C 0.874876 0.680895 0.602601 -1.35 -0.62 -0.82 -1.209
S 0.186085 -0.253948 -0.720215 0.17 0.10 -0.49 0.812
S 0.343749 1.707582 1.640016 -0.06 1.33 1.19 0.743
S -3.131114 -0.109422 -0.826527 -1.06 0.17 -0.20 0.511
H 2.563891 0.004851 -0.373036 3.15 0.56 -1.69 0.030
H 1.774492 -1.211476 0.896069 0.84 1.49 -1.58 0.129
H -2.042050 -0.138585 -1.548805 0.30 0.07 -0.98 -0.321
H -2.342532 -0.356385 0.183695 0.22 -0.19 1.09 -0.268
```
Forces are in eV/Å.

Values from the calculation:
* M: 124.26 g mol⁻¹
* multiplicity: 1
* strongest force on any atom: 0.098 hartree/bohr
* energy: -1273.082157 Ha
* highest occupied orbital energy: -8.9222 eV
* energy relative to the best compared isomer or geometry (same formula, charge and spin): 182.9 kJ/mol

(9)
Computed, not measured: a 2-piece molecular cluster, C2H4S3 overall at a distorted geometry, with ωB97M-V/def2-TZVPD.

```
9
Properties=species:S:1:pos:R:3:forces:R:3:lowdin_charge:R:1
C -0.040611 -1.982828 -1.152293 0.79 1.26 -0.61 -1.203
C -0.832319 -0.006231 0.405978 -1.22 -1.07 -0.80 -0.362
S -0.973309 -2.885533 -2.002872 -0.32 -0.49 0.31 0.645
S 2.886347 -1.558374 -2.119476 0.55 0.02 -0.19 0.352
S 0.637307 -0.614994 -0.518861 -1.34 -1.04 0.72 0.718
H -0.750932 0.914327 0.837401 1.13 3.15 0.53 -0.014
H -0.964074 -0.542791 1.351753 -0.40 -0.95 -0.79 0.050
H -1.713118 0.118250 -0.287734 0.84 -0.87 0.87 0.073
H 2.149181 -1.273714 -3.201137 -0.05 -0.01 -0.04 -0.259
```
Forces are in eV/Å.

Values from the calculation:
* M: 124.26 g mol⁻¹
* multiplicity: 3
* strongest force on any atom: 0.066 hartree/bohr
* energy: -1273.011367 Ha
* highest occupied orbital energy (alpha / beta): -6.8545 / -9.3225 eV
* <S²>: 2.009
* energy relative to the best compared isomer or geometry (same formula, charge and spin): 91.3 kJ/mol

(10)
Computed, not measured: C2H5AsF6NNaOSbSe4 as an isolated structure, with ωB97M-V/def2-TZVPD.

```
22
Properties=species:S:1:pos:R:3:forces:R:3:lowdin_charge:R:1
Na -0.138482 0.607549 -1.210761 -0.14 -0.52 -0.30 0.227
Se -0.819929 -2.224060 -6.565775 -0.18 -0.09 -0.36 -0.240
Sb -0.080251 -1.335584 -4.444287 0.92 -0.30 0.07 -0.441
Se -0.044819 1.048435 -4.045138 -0.07 0.32 -0.01 -0.140
Se -0.824784 -2.513368 -2.453584 -0.24 -0.03 0.16 -0.139
Se 2.210764 -2.175678 -5.196132 -0.43 0.12 0.09 -0.191
C 0.051660 -1.717422 2.800847 0.02 0.14 -0.14 -0.004
C 0.141667 -1.610493 1.286951 -0.04 0.07 0.19 -0.569
N 0.457320 -2.736496 0.620306 -0.02 0.14 -0.13 0.149
O -0.057449 -0.534309 0.738903 0.09 -0.26 0.10 -0.007
H 0.226749 -2.722734 3.182301 0.01 -0.03 -0.04 0.062
H -0.939489 -1.378178 3.100671 0.02 0.00 0.00 0.085
H 0.776478 -1.027886 3.233672 -0.03 0.00 -0.01 0.084
H 0.536977 -3.606399 1.111244 -0.04 -0.03 -0.02 0.090
H 0.351254 -2.740167 -0.401025 0.09 0.03 0.07 -0.066
F -0.056083 2.423336 -0.164394 0.06 0.29 0.01 -0.292
As -0.264575 3.527764 1.178291 -0.10 0.31 0.55 0.719
F -1.434582 4.422502 0.258353 0.08 -0.09 -0.01 -0.261
F 1.004801 4.531900 0.549745 -0.04 -0.10 -0.04 -0.262
F -0.471594 4.620689 2.518427 -0.01 0.01 -0.01 -0.277
F 0.905111 2.626313 2.097099 -0.02 0.00 -0.11 -0.265
F -1.530743 2.514285 1.804285 0.06 0.03 -0.09 -0.262
```
Forces are in eV/Å.

Values from the calculation:
* M: 708.57 g mol⁻¹
* multiplicity: 2
* strongest force on any atom: 0.019 hartree/bohr
* energy: -13052.841204 Ha
* highest occupied orbital energy (alpha / beta): -2.1670 / -2.0620 eV
* <S²>: 0.760
* energy relative to the best compared isomer or geometry (same formula, charge and spin): 13.4 kJ/mol
* net charge: -2